This record from the OMol25 dataset describes a cluster of 11 separate species, C42H68N2O20 in total. The level of theory is ωB97M-V with the def2-TZVPD basis set.

```
132
Properties=species:S:1:pos:R:3:lowdin_charge:R:1
O -5.455 -2.112 -4.041 0.05
C -4.605 -2.834 -3.466 -0.37
C -3.754 -3.989 -4.048 -0.05
C -2.620 -4.069 -3.007 -0.14
C -3.283 -3.575 -1.733 -0.15
O -4.262 -2.617 -2.163 0.00
H -4.249 -4.953 -4.163 0.13
H -3.462 -3.586 -5.018 0.12
H -2.215 -5.058 -2.796 0.12
H -1.804 -3.425 -3.335 0.10
H -3.779 -4.328 -1.121 0.13
H -2.578 -3.132 -1.030 0.11
O 0.252 -1.164 4.598 0.05
C 0.354 -2.018 5.518 -0.43
C 1.406 -3.124 5.550 -0.06
C 0.827 -4.075 6.621 -0.15
C -0.128 -3.208 7.438 -0.13
O -0.497 -2.140 6.531 0.04
H 1.525 -3.613 4.583 0.11
H 2.308 -2.636 5.921 0.13
H 0.394 -4.970 6.175 0.12
H 1.582 -4.472 7.300 0.11
H -1.027 -3.708 7.797 0.13
H 0.294 -2.770 8.343 0.12
O 4.115 -2.000 -1.700 0.09
C 3.264 -2.215 -2.536 -0.48
C 2.550 -3.509 -2.675 -0.06
C 1.723 -3.282 -3.937 -0.16
C 1.900 -1.866 -4.360 -0.15
O 2.843 -1.321 -3.422 0.05
H 3.295 -4.301 -2.743 0.14
H 1.889 -3.620 -1.816 0.12
H 2.176 -3.887 -4.723 0.11
H 0.691 -3.614 -3.831 0.11
H 2.262 -1.800 -5.386 0.13
H 0.908 -1.424 -4.269 0.12
O 2.048 2.051 -2.685 0.12
C 2.912 2.626 -3.275 -0.51
C 3.534 2.325 -4.613 -0.06
C 4.021 3.735 -5.010 -0.16
C 4.311 4.386 -3.683 -0.14
O 3.431 3.734 -2.743 0.03
H 4.434 1.714 -4.547 0.13
H 2.807 1.901 -5.307 0.13
H 4.904 3.645 -5.642 0.12
H 3.266 4.257 -5.598 0.12
H 5.303 4.062 -3.367 0.12
H 4.431 5.469 -3.695 0.13
O -2.566 3.608 1.073 0.06
C -3.679 4.164 1.240 -0.40
C -5.089 3.558 1.003 -0.05
C -5.953 4.828 1.124 -0.15
C -4.972 5.929 1.318 -0.21
O -3.748 5.418 1.691 0.06
H -5.331 3.156 0.019 0.10
H -5.255 2.794 1.763 0.11
H -6.631 4.986 0.285 0.12
H -6.591 4.792 2.007 0.11
H -4.762 6.505 0.417 0.13
H -5.274 6.651 2.077 0.13
O -2.686 -2.913 3.411 0.11
C -3.101 -2.087 2.628 -0.48
C -3.751 -0.748 2.925 -0.06
C -3.516 -0.020 1.645 -0.16
C -3.548 -1.132 0.624 -0.16
O -3.059 -2.304 1.304 0.04
H -4.807 -0.938 3.120 0.14
H -3.202 -0.330 3.769 0.13
H -4.227 0.774 1.419 0.10
H -2.560 0.505 1.641 0.11
H -4.614 -1.272 0.445 0.13
H -3.057 -0.795 -0.289 0.11
O 4.014 1.520 2.018 0.05
C 4.449 0.860 1.045 -0.46
C 4.175 1.024 -0.401 -0.07
C 5.555 0.673 -0.967 -0.15
C 6.065 -0.334 0.002 -0.15
O 5.441 0.017 1.241 0.04
H 3.426 0.280 -0.671 0.12
H 3.936 2.078 -0.544 0.12
H 5.406 0.292 -1.977 0.11
H 6.170 1.561 -1.117 0.12
H 5.791 -1.367 -0.207 0.11
H 7.146 -0.196 -0.001 0.13
O -0.209 -1.598 -1.531 0.05
C -0.086 -0.774 -0.598 -0.47
C -0.399 0.688 -0.583 -0.05
C 0.194 1.187 0.749 -0.11
C 0.476 -0.087 1.530 -0.13
O 0.199 -1.162 0.622 0.03
H 0.216 1.073 -1.397 0.11
H -1.471 0.834 -0.712 0.12
H 1.135 1.678 0.502 0.11
H -0.548 1.788 1.276 0.09
H 1.499 -0.145 1.902 0.12
H -0.173 -0.201 2.398 0.10
O 2.897 -5.147 0.106 0.12
C 3.371 -4.414 0.916 -0.44
C 2.950 -3.047 1.417 -0.06
C 3.894 -2.860 2.563 -0.17
C 5.082 -3.734 2.286 -0.18
O 4.580 -4.768 1.468 0.03
H 3.137 -2.235 0.714 0.11
H 1.875 -3.069 1.593 0.13
H 4.306 -1.882 2.810 0.12
H 3.455 -3.204 3.499 0.09
H 5.887 -3.212 1.769 0.12
H 5.505 -4.033 3.244 0.13
C -6.659 1.241 -5.441 -0.04
N -6.026 0.736 -4.206 0.01
C -5.656 1.483 -3.157 -0.56
C -5.014 0.772 -1.919 0.02
O -5.792 2.676 -3.130 0.04
H -6.154 2.163 -5.729 0.08
H -7.698 1.417 -5.161 0.08
H -6.585 0.477 -6.215 0.08
H -5.938 -0.262 -4.078 0.07
H -3.965 0.629 -2.176 0.08
H -5.331 -0.257 -1.750 0.06
H -5.122 1.349 -1.001 0.05
C 0.443 3.484 3.663 -0.04
N 1.697 3.594 2.860 0.03
C 2.273 4.742 2.607 -0.56
C 3.602 4.604 1.833 0.00
O 1.821 5.832 3.012 0.00
H -0.477 3.656 3.105 0.07
H 0.461 4.070 4.583 0.08
H 0.387 2.487 4.098 0.07
H 2.284 2.812 2.606 0.09
H 3.900 5.458 1.226 0.08
H 3.556 3.668 1.275 0.04
H 4.383 4.466 2.580 0.08
```

For the total energy, the calculation gives -88588.1559 eV. The SMILES is O=C1CCCO1.O=C1CCCO1.O=C1CCCO1.O=C1CCCO1.O=C1CCCO1.O=C1CCCO1.O=C1CCCO1.O=C1CCCO1.O=C1CCCO1.CNC(C)=O.CNC(C)=O. Its multiplicity is 1. As for the HOMO energy: -8.517 eV. As for the net charge: 0.